Record 1
{
  "formula": "C11H22N6O5Pb",
  "method": "wB97M-V/def2-TZVPD",
  "relative_energy_kcal_mol": 0.0,
  "e_lumo_ev": [-0.42, -0.42],
  "species": ["O", "H", "Pb", "N", "N", "O", "O", "C", "C", "C", "C", "H", "H", "H", "H", "H", "H", "H", "H", "O", "H", "H", "C", "H", "H", "H", "O", "H", "H", "N", "C", "C", "N", "C", "C", "N", "C", "C", "N", "H", "H", "H", "H", "H", "H"],
  "coordinates": [[-2.19, 3.84, 0.28], [-2.95, 3.71, 0.85], [-1.32, 0.60, 0.34], [-0.30, -0.72, -1.98], [-1.52, 1.76, -1.93], [0.80, -1.60, -1.89], [-2.18, 2.86, -2.12], [-0.16, 0.10, -3.03], [-0.85, 1.37, -3.05], [0.88, -0.22, -4.05], [-0.87, 2.30, -4.21], [1.08, -1.31, -4.14], [1.83, 0.31, -3.78], [0.57, 0.19, -5.03], [-0.58, 3.30, -3.82], [-1.95, 2.38, -4.46], [-0.25, 1.99, -5.07], [0.45, -2.47, -1.50], [-2.33, 3.27, -0.54], [1.04, 1.67, -0.06], [1.20, 0.77, 0.36], [1.20, 2.29, 0.65], [-3.05, -0.78, 0.61], [-3.16, -1.31, 1.62], [-3.47, -1.44, -0.23], [-3.46, 0.22, 0.56], [-0.04, -3.97, -1.28], [-0.89, -4.05, -1.75], [-0.20, -4.40, -0.42], [-0.25, 0.80, 4.76], [-1.17, 1.82, 4.88], [-1.58, 2.11, 3.60], [-0.96, 1.23, 2.73], [-0.11, 0.49, 3.46], [0.78, -0.56, 2.98], [1.07, -0.86, 1.71], [1.93, -1.93, 1.75], [2.21, -2.25, 3.04], [1.48, -1.38, 3.81], [0.27, 0.39, 5.56], [-1.45, 2.29, 5.81], [-2.30, 2.82, 3.24], [2.31, -2.42, 0.85], [2.86, -3.01, 3.49], [1.45, -1.36, 4.84]]
}

***

Record 2
{
  "formula": "C11H22NO",
  "method": "wB97M-V/def2-TZVPD",
  "relative_energy_kcal_mol": 90.4,
  "charge": 1,
  "smiles": "C=CCO/C=C(\\[NH2+]C)C(C)(C)CC",
  "e_lumo_ev": -3.04,
  "species": ["C", "C", "C", "C", "C", "C", "C", "C", "C", "C", "C", "N", "O", "H", "H", "H", "H", "H", "H", "H", "H", "H", "H", "H", "H", "H", "H", "H", "H", "H", "H", "H", "H", "H", "H"],
  "coordinates": [[3.35, -0.10, 1.13], [3.50, 0.97, 0.10], [0.98, -0.20, 0.84], [-0.80, 2.11, -0.71], [-2.06, -0.50, 1.83], [-2.41, -0.29, -0.62], [0.64, -2.36, -1.45], [2.77, 1.07, -0.99], [-1.26, 1.56, 0.70], [-0.16, -0.69, 0.36], [-1.46, 0.10, 0.55], [-0.20, -2.03, -0.26], [2.17, -0.88, 0.93], [3.50, 0.18, 2.12], [4.18, -0.87, 0.98], [4.41, 1.56, 0.41], [1.09, 0.86, 1.11], [-1.75, 2.50, -1.11], [-0.01, 2.78, -0.40], [-0.28, 1.35, -1.23], [-1.39, -0.01, 2.54], [-3.06, -0.17, 1.95], [-1.89, -1.60, 1.85], [-3.28, 0.44, -0.77], [-1.94, -0.17, -1.63], [-2.83, -1.34, -0.36], [0.34, -3.38, -1.66], [0.53, -1.88, -2.49], [1.71, -2.44, -1.25], [3.11, 1.94, -1.54], [1.80, 0.62, -1.28], [-0.65, 1.83, 1.57], [-2.25, 2.06, 0.97], [-1.19, -2.34, -0.44], [-0.07, -2.64, 0.58]]
}

***

Record 3
{
  "formula": "C11H22O4Si3",
  "method": "wB97M-V/def2-TZVPD",
  "relative_energy_kcal_mol": 19.8,
  "e_lumo_ev": 0.60,
  "species": ["O", "O", "O", "O", "C", "C", "C", "C", "C", "C", "C", "C", "C", "C", "C", "Si", "Si", "Si", "H", "H", "H", "H", "H", "H", "H", "H", "H", "H", "H", "H", "H", "H", "H", "H", "H", "H", "H", "H", "H", "H"],
  "coordinates": [[-2.32, -2.97, 0.13], [0.11, 3.64, 0.44], [-1.43, -1.00, 1.49], [-0.03, 1.04, -0.35], [3.02, -3.31, 0.20], [2.82, -1.99, -0.20], [1.93, -4.15, 0.31], [1.55, -1.52, -0.35], [0.64, -3.66, 0.17], [0.48, -2.35, -0.17], [-2.25, -0.55, -1.18], [-1.43, 3.04, -1.89], [1.62, 2.73, -1.79], [-1.93, 1.60, 1.80], [0.91, 0.18, 2.18], [-1.27, -1.67, -0.01], [0.03, 2.62, -0.88], [-0.64, 0.43, 1.11], [-2.84, -2.91, 0.95], [-0.07, 3.34, 1.35], [4.04, -3.62, 0.37], [3.61, -1.26, -0.24], [2.09, -5.23, 0.48], [1.34, -0.47, -0.50], [-0.21, -4.32, 0.18], [-2.65, 0.35, -0.74], [-1.61, -0.27, -2.04], [-3.08, -1.20, -1.55], [-2.29, 2.93, -1.25], [-1.57, 2.38, -2.75], [-1.32, 4.07, -2.23], [2.38, 2.70, -1.04], [1.68, 1.95, -2.54], [1.72, 3.70, -2.26], [-2.10, 2.36, 1.06], [-2.88, 1.05, 1.96], [-1.65, 2.07, 2.73], [0.75, 0.40, 3.24], [1.12, -0.89, 2.06], [1.72, 0.76, 1.76]]
}